C6H10O | the ωB97M-V functional and the def2-TZVPD basis

Positions of all 17 atoms, in Å:
1 C 0.369 1.593 -0.160
2 C 1.492 0.930 0.112
3 C 1.609 -0.578 0.177
4 O 0.690 -1.298 -0.638
5 C -0.662 -1.490 -0.121
6 C -1.328 -0.233 0.373
7 C -0.961 0.954 -0.533
8 H 0.386 2.683 -0.104
9 H 2.394 1.499 0.362
10 H 1.463 -0.885 1.218
11 H 2.647 -0.861 -0.077
12 H -0.848 -2.270 0.658
13 H -1.199 -1.802 -1.025
14 H -1.125 0.025 1.424
15 H -2.360 -0.637 0.322
16 H -0.886 0.591 -1.568
17 H -1.738 1.719 -0.498

As for the total energy: -8430.233 eV. As for the SMILES: C1=CCOCCC1. As for the gap between HOMO and LUMO: 10.31 eV. For the energy above the lowest of the compared OMol25 structures with the same formula, charge and spin, the calculation gives 1.008 eV. The LUMO energy comes out at 0.039 Eh. The value obtained for the molar mass is 98.14 g mol⁻¹.

***

C6H10O | the ωB97M-V functional and the def2-TZVPD basis

Positions of all 17 atoms, in Å:
1 C -1.867 -0.215 0.484
2 C -0.904 -0.086 -0.705
3 O -0.513 1.256 -0.998
4 C 0.793 1.479 -0.269
5 C 1.518 0.154 -0.349
6 C 1.134 -0.862 0.804
7 C 0.420 -0.835 -0.491
8 H -2.899 0.071 0.253
9 H -1.539 0.397 1.329
10 H -1.879 -1.258 0.819
11 H -1.359 -0.550 -1.589
12 H 1.420 2.317 -0.637
13 H 0.455 1.761 0.724
14 H 2.397 0.107 -0.998
15 H 0.770 -0.324 1.674
16 H 1.589 -1.825 1.075
17 H 0.646 -1.675 -1.138

As for the total energy: -8429.921 eV. As for the SMILES: C[C@H]1OC[C@H]2C[C@H]21. As for the gap between HOMO and LUMO: 10.77 eV. For the energy above the lowest of the compared OMol25 structures with the same formula, charge and spin, the calculation gives 1.319 eV. The LUMO energy comes out at 0.040 Eh. The value obtained for the molar mass is 98.14 g mol⁻¹.